1.
{"formula": "C15H22NO7PS", "method": "wB97M-V/def2-TZVPD", "de_lowest_ev": 2.892, "smiles": "CS[C@@H]1O[C@H](CO)[C@H](O)[C@H](NC(=O)c2ccc(C)cc2)[C@H]1O[P@@H](=O)O", "lumo_ev": 0.48, "homo_ev": -8.85, "species": ["O", "O", "O", "O", "O", "O", "O", "S", "C", "C", "C", "C", "C", "C", "C", "N", "C", "C", "C", "C", "C", "C", "C", "C", "P", "H", "H", "H", "H", "H", "H", "H", "H", "H", "H", "H", "H", "H", "H", "H", "H", "H", "H", "H", "H", "H", "H"], "positions_angstrom": [[2.145, 0.420, -0.970], [0.703, -1.289, -3.295], [-0.819, -3.379, 4.462], [-1.476, -3.423, 0.937], [-1.878, -0.752, 1.590], [3.045, -1.267, -2.850], [1.272, -2.607, -1.254], [-2.118, -3.562, -1.771], [1.243, 1.016, -0.407], [0.615, 3.128, 0.616], [1.808, 3.293, -1.364], [0.502, 4.576, 0.662], [1.768, 4.702, -1.322], [1.261, 2.460, -0.464], [1.176, 5.398, -0.310], [0.262, 0.256, 0.160], [-3.536, -2.595, -1.301], [0.968, 6.866, -0.309], [-1.506, -3.287, 3.260], [-0.814, -3.465, -0.405], [0.275, -1.226, 0.478], [-0.089, -2.161, -0.713], [-0.728, -2.907, 1.951], [-0.609, -1.402, 1.719], [1.778, -2.188, -2.788], [-0.034, -3.974, 4.463], [-2.350, -1.049, 0.793], [2.887, -0.510, -2.275], [0.164, 2.498, 1.370], [2.318, 2.741, -2.228], [-0.087, 5.006, 1.464], [2.409, 5.177, -1.944], [-0.471, 0.858, 0.443], [-4.442, -3.011, -1.658], [-3.658, -2.610, -0.226], [-3.380, -1.572, -1.710], [0.687, 7.117, 0.707], [0.213, 7.105, -1.066], [2.024, 7.305, -0.619], [-2.428, -2.656, 3.339], [-1.986, -4.202, 3.052], [-0.027, -4.219, -0.520], [1.276, -1.486, 0.855], [-0.564, -1.537, -1.393], [0.267, -3.279, 1.936], [0.004, -1.024, 2.539], [1.931, -3.281, -3.634]]}


2.
{"formula": "C15H23AgNO3Si", "method": "wB97M-V/def2-TZVPD", "lumo_ev": -6.28, "total_charge": 1, "homo_ev": -10.67, "species": ["C", "C", "O", "N", "Si", "C", "O", "C", "C", "C", "C", "C", "C", "C", "C", "C", "C", "C", "C", "O", "H", "H", "H", "H", "H", "H", "H", "H", "H", "H", "H", "H", "H", "H", "H", "H", "H", "H", "H", "H", "H", "H", "H", "Ag"], "positions_angstrom": [[2.926, -0.550, 1.718], [3.556, 0.117, 0.535], [4.337, 1.029, 0.683], [3.278, -0.329, -0.783], [1.537, -0.681, -1.135], [0.793, -2.075, -0.094], [-0.197, -1.614, 0.828], [-1.387, -1.179, 0.282], [-2.029, -1.899, -0.720], [-3.251, -1.501, -1.258], [-3.887, -2.357, -2.320], [-3.838, -0.347, -0.759], [-3.207, 0.365, 0.260], [-1.987, -0.026, 0.803], [-1.366, 0.737, 1.967], [-2.412, 1.467, 2.812], [-0.306, 1.765, 1.551], [3.756, 0.736, -1.634], [3.050, 2.065, -1.630], [4.720, 0.608, -2.309], [1.874, -0.311, 1.831], [3.070, -1.622, 1.642], [3.485, -0.227, 2.584], [1.503, -1.082, -2.557], [0.702, 0.520, -1.022], [1.572, -2.500, 0.529], [0.452, -2.884, -0.731], [-1.564, -2.803, -1.083], [-4.055, -3.341, -1.894], [-3.215, -2.463, -3.164], [-4.849, -1.960, -2.616], [-4.795, -0.014, -1.128], [-3.720, 1.238, 0.622], [-0.920, -0.010, 2.620], [-3.255, 0.832, 3.059], [-2.816, 2.285, 2.217], [-1.961, 1.919, 3.687], [0.667, 1.281, 1.474], [-0.522, 2.150, 0.558], [-0.223, 2.578, 2.260], [2.631, 2.275, -0.652], [3.805, 2.856, -1.809], [2.240, 2.141, -2.346], [5.032, 3.873, -2.052]]}


3.
{"formula": "C15H23Br2NOPS", "method": "wB97M-V/def2-TZVPD", "de_lowest_ev": 0.000, "lumo_ev": -4.19, "total_charge": 1, "homo_ev": -11.60, "species": ["C", "C", "O", "C", "C", "C", "C", "S", "N", "C", "C", "C", "Br", "C", "C", "Br", "C", "P", "C", "C", "C", "H", "H", "H", "H", "H", "H", "H", "H", "H", "H", "H", "H", "H", "H", "H", "H", "H", "H", "H", "H", "H", "H", "H"], "positions_angstrom": [[0.391, -0.804, -5.003], [-0.625, -0.773, -3.869], [-0.673, 0.467, -3.174], [0.535, 0.897, -2.607], [1.026, -0.013, -1.446], [1.121, 0.697, -0.124], [2.037, 1.729, -0.028], [3.114, 2.309, -1.276], [2.115, 2.454, 1.107], [1.325, 2.252, 2.164], [0.421, 1.239, 2.142], [-0.420, 1.058, 3.347], [0.351, -0.038, 4.663], [-1.612, 1.617, 3.523], [-2.520, 1.499, 4.698], [-2.297, 2.713, 2.137], [0.325, 0.406, 1.010], [-0.890, -1.002, 1.240], [-2.061, -0.688, -0.134], [0.063, -2.501, 0.727], [0.578, -3.230, 1.970], [0.495, 0.191, -5.433], [0.058, -1.479, -5.787], [1.373, -1.140, -4.670], [-0.444, -1.596, -3.168], [-1.631, -0.918, -4.257], [0.344, 1.903, -2.233], [1.310, 0.986, -3.372], [2.015, -0.406, -1.689], [0.352, -0.847, -1.353], [3.280, 1.130, -1.880], [2.801, 3.196, 1.155], [1.444, 2.897, 3.021], [-2.454, 2.403, 5.305], [-2.274, 0.631, 5.301], [-3.552, 1.417, 4.365], [-2.726, -1.551, -0.166], [-1.620, -0.537, -1.114], [-2.654, 0.187, 0.126], [-0.653, -3.132, 0.198], [0.896, -2.294, 0.063], [1.278, -2.616, 2.535], [-0.245, -3.495, 2.633], [1.086, -4.149, 1.682]]}


4.
{"formula": "C15H23ClN4O4S", "method": "wB97M-V/def2-TZVPD", "de_lowest_ev": 0.414, "smiles": "CO[C@@]1(C(=O)NC[C@H](CO)NC(=O)Cc2cc(Cl)n(C)n2)CCSC1", "lumo_ev": 0.57, "homo_ev": -8.43, "species": ["C", "O", "C", "C", "O", "N", "C", "C", "C", "O", "N", "C", "O", "C", "C", "C", "C", "Cl", "N", "C", "N", "C", "C", "S", "C", "H", "H", "H", "H", "H", "H", "H", "H", "H", "H", "H", "H", "H", "H", "H", "H", "H", "H", "H", "H", "H", "H", "H"], "positions_angstrom": [[-2.059, -0.697, -0.193], [-0.792, -1.269, 0.088], [-0.107, -1.817, -1.038], [0.242, -0.660, -1.993], [-0.262, -0.564, -3.100], [1.095, 0.255, -1.483], [1.298, 1.538, -2.124], [0.190, 2.530, -1.771], [0.428, 3.863, -2.471], [0.386, 3.636, -3.869], [0.028, 2.789, -0.334], [0.851, 2.405, 0.677], [2.011, 2.057, 0.525], [0.233, 2.417, 2.068], [0.176, 1.009, 2.574], [1.251, 0.157, 2.884], [0.635, -1.019, 3.225], [1.316, -2.504, 3.732], [-0.698, -0.847, 3.129], [-1.740, -1.846, 3.231], [-0.991, 0.399, 2.721], [1.098, -2.548, -0.457], [0.550, -3.768, 0.275], [-0.897, -4.344, -0.680], [-0.910, -2.887, -1.765], [-2.321, -0.095, 0.674], [-2.028, -0.061, -1.084], [-2.820, -1.469, -0.340], [1.385, 0.176, -0.520], [2.272, 1.926, -1.843], [1.261, 1.394, -3.201], [-0.752, 2.111, -2.133], [-0.346, 4.575, -2.162], [1.400, 4.259, -2.154], [0.573, 4.459, -4.328], [-0.922, 2.965, -0.053], [0.877, 3.028, 2.701], [-0.772, 2.840, 2.079], [2.305, 0.369, 2.857], [-1.526, -2.519, 4.057], [-2.674, -1.324, 3.417], [-1.812, -2.413, 2.301], [1.757, -2.848, -1.275], [1.662, -1.906, 0.223], [1.287, -4.566, 0.345], [0.228, -3.503, 1.279], [-1.931, -2.577, -1.969], [-0.437, -3.103, -2.720]]}